{
  "formula": "C34H46CaN5O5S2Si4Te",
  "method": "the ωB97M-V functional and the def2-TZVPD basis",
  "de_lowest_ev": 0.000,
  "total_charge": -1,
  "homo_energy_ev": -5.023,
  "e_lumo_ev": 1.18,
  "multiplicity": 1,
  "max_force_ev_per_a": 2.24,
  "symbols": ["Ca", "C", "C", "C", "C", "C", "C", "C", "S", "O", "O", "N", "C", "C", "C", "C", "C", "C", "C", "C", "N", "C", "H", "H", "H", "H", "H", "H", "H", "H", "H", "H", "H", "H", "H", "O", "S", "O", "O", "C", "N", "C", "C", "C", "N", "C", "C", "C", "N", "C", "C", "H", "H", "H", "H", "H", "H", "C", "Si", "C", "C", "Si", "Te", "Si", "C", "C", "C", "Si", "C", "C", "C", "H", "H", "H", "H", "H", "H", "H", "H", "H", "H", "H", "H", "H", "H", "H", "H", "H", "H", "H", "H", "H", "H", "H", "H", "H", "H", "H"],
  "positions_angstrom": [[-0.1920, 1.6256, 0.6199], [0.5326, 6.1947, -5.7651], [0.5524, 5.8305, -4.2906], [-0.6698, 5.5335, -3.7537], [-0.7895, 5.1145, -2.4261], [0.3267, 5.1503, -1.5780], [1.5780, 5.5374, -2.1064], [1.6771, 5.8428, -3.4410], [0.2370, 4.6241, 0.0912], [0.5480, 5.7706, 0.9387], [1.2463, 3.5675, 0.2963], [-1.0905, 3.8108, 0.3385], [-2.4109, 4.0205, 0.6394], [-3.0936, 5.1767, 0.3668], [-4.4279, 5.3017, 0.7757], [-5.1203, 4.3170, 1.3594], [-4.5152, 3.0544, 1.5595], [-5.1552, 1.8938, 2.0666], [-4.5143, 0.7009, 2.0856], [-3.1598, 0.6737, 1.7132], [-2.5024, 1.7253, 1.3356], [-3.1468, 2.9367, 1.2275], [-0.1912, 5.5393, -6.3120], [1.4832, 6.1510, -6.2633], [0.1278, 7.2121, -5.7574], [-1.4971, 5.4847, -4.4109], [-1.7794, 4.8511, -2.0531], [2.4416, 5.5305, -1.4323], [2.6734, 6.0674, -3.7986], [-2.5688, 6.0703, 0.0504], [-4.9419, 6.2407, 0.5486], [-6.1197, 4.4884, 1.7419], [-6.1658, 2.0013, 2.4122], [-4.9190, -0.1664, 2.5991], [-2.6359, -0.2797, 1.7666], [-5.2693, -4.4502, -3.9864], [-5.2082, -4.8476, -5.3820], [-4.0744, -5.6472, -5.7731], [-4.6356, -2.7066, -6.4400], [-3.5846, -2.0802, -6.5452], [-2.9395, -1.9468, -7.7370], [-1.7075, -1.4481, -7.7030], [-1.0897, -1.0718, -6.5009], [-1.9490, -0.9856, -5.3825], [-3.1720, -1.4204, -5.3916], [-1.5275, -0.2816, -4.1401], [-2.4908, 0.2736, -3.3085], [-2.0828, 0.8767, -2.1425], [-0.8224, 0.9773, -1.7551], [0.1107, 0.5125, -2.5819], [-0.2026, -0.1286, -3.7523], [-1.2017, -1.3189, -8.7229], [-0.0692, -0.6673, -6.4898], [-3.5364, 0.2196, -3.5794], [-2.7765, 1.4049, -1.4918], [1.1120, 0.5913, -2.1875], [0.5525, -0.6748, -4.3200], [3.7057, -2.1725, 5.7538], [3.2474, -1.0391, 4.3124], [2.2012, 0.3403, 5.0083], [4.8220, -0.2426, 3.6865], [2.1761, -2.2461, 2.6790], [1.0438, -1.2172, 0.6909], [0.6386, -3.8050, 3.5494], [-0.6246, -3.0431, 4.7398], [1.5579, -5.1813, 4.4299], [-0.3740, -4.4261, 2.1090], [3.6406, -3.7608, 1.7757], [2.7596, -5.3320, 1.2138], [4.4343, -3.0279, 0.2812], [4.9043, -4.3917, 3.0668], [3.9815, -1.6520, 6.6470], [4.5715, -2.8060, 5.4217], [2.8392, -2.8075, 6.0059], [2.8617, 1.1180, 5.4098], [1.5609, -0.0317, 5.7908], [1.6015, 0.8183, 4.2479], [5.4209, 0.1218, 4.5385], [4.5903, 0.6713, 3.0628], [5.5280, -0.8297, 3.1121], [-0.1356, -2.6050, 5.6215], [-1.3719, -3.7441, 5.0953], [-1.1413, -2.2613, 4.1595], [2.1050, -4.8474, 5.3058], [2.3139, -5.5571, 3.7516], [0.9589, -6.0507, 4.6988], [-1.3248, -3.8549, 2.0468], [-0.6893, -5.4786, 2.0855], [0.1209, -4.2123, 1.1052], [1.8807, -5.0570, 0.6397], [2.4029, -6.0968, 1.9226], [3.4427, -5.7712, 0.4986], [3.6202, -2.8779, -0.4122], [5.1608, -3.6742, -0.2608], [4.9628, -2.1194, 0.4769], [4.2759, -4.7342, 3.8786], [5.6418, -3.6527, 3.3970], [5.4357, -5.2368, 2.6261]],
  "atomic_forces_ev_per_a": [[0.639, -0.016, -0.587], [-0.876, -0.233, 0.511], [0.847, 0.120, -0.314], [0.343, -0.948, 1.339], [0.062, 0.561, 0.509], [-0.199, -0.043, -1.372], [-0.726, -0.505, 1.075], [0.092, 0.114, -0.549], [0.302, 0.343, 2.190], [-1.033, -0.470, -0.906], [0.057, -0.486, -0.718], [0.301, -0.566, 0.003], [0.359, 0.863, -0.259], [-0.042, 0.385, 0.774], [-0.095, 1.574, -0.925], [-0.993, -1.096, 0.964], [0.830, 0.112, -0.102], [-0.164, 0.662, -0.279], [0.254, -0.102, 0.976], [-0.332, -0.766, 0.274], [0.367, 0.681, -0.277], [-0.018, -0.865, -0.516], [0.633, 0.542, 0.446], [0.460, 0.098, -0.099], [0.201, -0.009, -0.584], [-0.930, 0.039, -0.381], [0.335, -0.161, 0.048], [-0.260, 0.065, -0.426], [-0.078, 0.109, -0.356], [0.052, -0.198, -0.371], [0.223, -0.195, 0.285], [-0.107, -0.084, -0.265], [-0.386, -0.088, 0.115], [-0.209, 0.022, -0.502], [0.190, 0.176, -0.074], [0.012, -0.340, -0.971], [0.327, 0.404, 0.837], [-0.246, 0.164, 0.096], [-1.370, -1.226, -0.497], [0.018, 0.779, 0.900], [0.863, 0.299, -0.358], [0.013, -0.145, -0.441], [0.396, 0.578, -0.348], [0.995, 0.151, -0.550], [0.017, -0.186, -0.339], [-0.078, 0.132, 0.100], [-0.233, 0.063, -0.075], [-0.738, 0.687, 0.179], [0.571, 0.521, 0.497], [0.113, -0.356, 0.583], [0.386, -0.950, -0.672], [-0.558, -0.232, 1.600], [-0.547, -0.197, 0.005], [0.041, -0.086, 0.014], [-0.258, -0.366, -0.040], [0.333, -0.102, -0.303], [0.029, 0.525, 0.110], [0.105, -1.065, -1.054], [0.364, 0.151, 0.299], [0.463, 0.352, -0.111], [0.331, 1.477, -0.312], [-0.833, -0.176, -0.173], [0.036, 0.261, 0.336], [-0.432, 0.237, 0.423], [0.394, 0.442, -0.174], [0.257, -0.291, -0.141], [-0.413, 0.199, -1.894], [0.654, -0.826, 0.713], [-0.387, 0.025, -0.182], [0.714, -1.139, -0.860], [-0.193, 0.463, -0.773], [0.277, 0.533, 0.525], [-0.837, 0.332, 0.461], [0.416, 0.028, -0.091], [-0.095, -0.117, 0.149], [-0.347, -0.054, 0.341], [-0.314, 0.106, -0.277], [-0.300, 0.011, -0.044], [0.132, -0.906, 0.558], [-0.120, -0.447, -0.261], [-0.160, 0.075, -0.220], [-0.133, -0.276, -0.020], [0.108, -0.047, 0.367], [-0.071, 0.151, 0.271], [0.143, -0.112, -0.035], [-0.284, 0.088, 0.107], [0.500, -0.121, 0.155], [0.327, 0.097, 0.281], [-0.591, -0.274, 1.310], [-0.115, 0.083, -0.236], [0.489, 0.410, -0.197], [0.247, -0.469, -0.178], [-0.227, 0.502, -0.353], [-0.399, 0.043, 0.516], [0.053, 0.837, 0.130], [0.253, -0.149, 0.487], [-0.217, -0.089, 0.088], [0.021, -0.095, 0.091]]
}

***

{
  "formula": "C20H30N8Si2V",
  "method": "the ωB97M-V functional and the def2-TZVPD basis",
  "total_charge": 2,
  "homo_energy_ev": [-13.663, -13.738],
  "e_lumo_ev": [-8.21, -7.70],
  "s2": 0.983,
  "multiplicity": 2,
  "max_force_ev_per_a": 5.32,
  "symbols": ["V", "N", "C", "N", "C", "N", "N", "C", "N", "C", "C", "C", "C", "C", "N", "H", "H", "H", "H", "H", "H", "H", "H", "C", "Si", "C", "C", "N", "C", "C", "C", "C", "C", "C", "N", "Si", "C", "C", "C", "H", "H", "H", "H", "H", "H", "H", "H", "H", "H", "H", "H", "H", "H", "H", "H", "H", "H", "H", "H", "H", "H"],
  "positions_angstrom": [[0.0505, -0.2784, -0.2758], [-1.1515, 2.0432, -2.3798], [-1.9645, 0.9608, -2.1962], [-3.1945, 0.9962, -2.6702], [-3.9003, -0.1252, -2.5095], [-5.0390, -0.3413, -3.1878], [-3.5757, -1.1887, -1.6696], [-2.3187, -1.0924, -1.1928], [-1.4772, -0.0622, -1.4658], [-1.7804, -2.1508, -0.3192], [-2.5563, -3.1719, 0.2779], [-1.9642, -3.9667, 1.2284], [-0.6077, -3.7215, 1.5197], [0.2032, -2.9091, 0.7979], [-0.4501, -2.0599, -0.0945], [-1.4839, 2.8272, -2.9433], [-0.4074, 2.2505, -1.7384], [-5.3675, 0.3280, -3.8735], [-5.4396, -1.2585, -3.1149], [-3.5199, -3.3755, -0.1486], [-2.4943, -4.7725, 1.6832], [-0.1543, -4.2919, 2.3245], [1.2837, -2.7396, 0.9657], [-0.8942, 3.2220, 1.3930], [-1.2117, 1.4913, 2.1514], [-1.0195, 1.6867, 3.9452], [-2.9437, 0.8205, 1.7620], [0.0848, 0.4894, 1.4486], [1.4136, 0.6805, 1.7677], [1.9499, 0.8173, 3.0785], [3.1668, 1.5011, 3.2361], [3.9615, 1.7552, 2.1589], [3.5537, 1.3653, 0.8329], [2.3274, 0.7834, 0.6301], [1.7325, 0.3945, -0.6156], [2.6142, -0.5465, -1.9746], [4.2488, -1.1053, -1.2904], [2.5093, 0.6623, -3.3978], [1.5778, -1.9551, -2.6008], [-1.3895, 4.0227, 1.9938], [-1.2103, 3.2472, 0.3696], [0.1888, 3.3937, 1.3151], [-1.8072, 2.3743, 4.2025], [-0.0047, 1.9885, 4.2067], [-1.1936, 0.7083, 4.4964], [-3.6749, 0.9625, 2.5618], [-2.8957, -0.2138, 1.4022], [-3.3956, 1.3523, 0.8684], [1.2834, 0.5012, 3.9150], [3.5342, 1.8247, 4.2456], [4.9357, 2.2187, 2.2107], [4.3380, 1.4284, 0.0290], [4.7138, -0.3958, -0.5940], [5.0594, -1.2363, -2.0739], [4.2019, -2.1607, -1.0227], [1.4621, 0.6359, -3.7304], [3.1504, 0.5313, -4.3062], [2.6329, 1.6608, -3.0582], [1.8492, -2.9512, -2.2769], [1.9327, -2.0233, -3.6321], [0.5270, -1.8321, -2.6649]],
  "atomic_forces_ev_per_a": [[3.083, 3.519, 2.534], [-0.961, -0.559, -0.323], [-0.067, 2.346, -0.040], [0.199, -0.451, -0.378], [-1.163, -1.242, -0.354], [1.247, 0.854, 0.435], [2.957, 0.693, 0.722], [-3.193, 0.067, -1.657], [0.036, -0.549, 0.189], [0.356, -1.238, 0.878], [0.516, 0.529, -1.223], [0.996, 1.022, -0.680], [0.316, -1.824, 1.246], [-1.328, 1.871, -0.938], [-0.238, -3.167, 0.966], [-0.092, -0.530, 0.335], [0.292, -0.209, 0.028], [0.049, -0.171, 0.163], [-0.319, -0.029, 0.018], [-0.522, 0.207, 0.296], [-0.244, -0.300, 0.433], [0.003, -0.086, -0.134], [-0.814, -0.257, -0.180], [0.119, -0.582, 0.813], [-0.431, 1.423, -0.367], [0.315, -2.120, 0.883], [0.099, 0.575, -1.895], [-1.940, -1.187, -2.019], [2.911, 0.260, 0.337], [-1.680, 0.066, -0.861], [0.340, -0.256, 1.608], [-0.171, -0.272, -2.415], [1.934, -0.272, 0.423], [-1.366, 0.625, 0.882], [-0.210, -1.130, -0.372], [0.460, 1.101, -0.406], [1.357, -0.188, -1.582], [0.065, -0.468, -0.681], [1.257, -0.559, -0.232], [0.447, -0.537, -0.619], [-0.656, 0.217, -0.649], [-0.143, 0.121, 0.481], [-0.060, 0.494, 0.580], [-0.452, 0.597, 0.163], [0.007, 1.107, -0.539], [0.309, -0.319, 0.077], [-0.218, -0.159, 0.575], [0.561, -0.258, 0.888], [0.933, 0.526, -0.640], [-0.561, -0.589, -1.004], [-0.073, 0.126, 0.388], [-1.224, 0.280, 0.780], [-0.332, -0.829, 0.203], [-1.080, 0.626, 0.238], [-0.200, 0.162, 1.046], [0.086, -0.161, -0.100], [-0.447, -0.179, 0.909], [0.417, 1.053, 0.341], [-0.262, -0.228, 0.776], [-0.115, 0.360, -0.302], [-1.106, 0.076, -0.041]]
}

***

| no. | molar mass (g mol⁻¹) | total energy (eV) |
| --- | --- | --- |
| 1 | 948.93 | -132613.3295 |
| 2 | 489.63 | -74579.5262 |